# 1
Computed, not measured: one molecule with the formula C3H2N2O3 at a distorted geometry, with ωB97M-V with the def2-TZVPD basis set.

```
! wB97M-V def2-TZVPD RIJCOSX def2/J DEFGRID3
* xyz 0 1
O -1.07 1.86 1.91
N -0.18 2.12 1.03
C -0.09 0.96 0.20
C -0.42 -0.26 0.57
N 0.01 -1.18 -0.28
C 0.66 -0.51 -1.36
O 1.25 -0.94 -2.30
O 0.58 0.88 -0.96
H -0.72 -0.79 1.48
H -0.02 -2.15 -0.29
*
```

Computed properties:
Relative energy (zero: lowest compared OMol25 entry of this formula, charge and spin)   419.2 kJ/mol
DFT total energy   -450.64362 hartree
Largest force on an atom   5.07 eV Å⁻¹
LUMO energy   -1.217 eV
E_HOMO   -9.3653 eV

# 2
Computed, not measured: one molecule with the formula C14H17N3O2, with ωB97M-V with the def2-TZVPD basis set.

```
! wB97M-V def2-TZVPD RIJCOSX def2/J DEFGRID3
* xyz 0 1
C -1.22 -3.63 0.40
C -1.93 -2.31 0.11
C -1.24 -1.14 0.79
O -0.44 -1.31 1.68
C -1.61 0.20 0.28
C -2.85 0.44 -0.32
C -3.19 1.70 -0.78
C -2.30 2.74 -0.65
C -1.06 2.54 -0.06
C -0.71 1.28 0.41
O 0.48 1.00 0.98
C 1.53 1.95 0.98
C 2.80 1.16 1.33
C 3.38 0.48 0.09
N 2.37 -0.21 -0.67
C 1.82 -1.41 -0.48
N 0.88 -1.62 -1.37
C 0.89 -0.48 -2.10
N 1.78 0.39 -1.70
H -1.09 -3.76 1.47
H -0.24 -3.62 -0.07
H -1.79 -4.47 0.01
H -1.97 -2.13 -0.97
H -2.96 -2.36 0.49
H -3.56 -0.36 -0.41
H -4.16 1.86 -1.23
H -2.56 3.73 -1.01
H -0.38 3.37 0.04
H 1.33 2.72 1.74
H 1.63 2.42 0.00
H 2.52 0.41 2.08
H 3.55 1.83 1.76
H 3.82 1.23 -0.58
H 4.16 -0.24 0.39
H 2.10 -2.09 0.30
H 0.23 -0.31 -2.93
*
```

Computed properties:
Relative energy (zero: lowest compared OMol25 entry of this formula, charge and spin)   176.4 kJ/mol
DFT total energy   -858.42158 hartree
Largest force on an atom   0.86 eV Å⁻¹
LUMO energy   0.689 eV
E_HOMO   -8.5360 eV

# 3
Computed, not measured: a 5-piece molecular cluster, C30H56N3O5 overall at a distorted geometry, with ωB97M-V with the def2-TZVPD basis set.

```
! wB97M-V def2-TZVPD RIJCOSX def2/J DEFGRID3
* xyz 1 1
C -4.38 3.70 1.86
C -3.49 2.48 1.80
C -4.05 0.95 2.19
C -4.23 0.17 0.76
C -5.61 0.42 -0.12
N -6.84 1.26 0.18
N -5.28 -0.46 -1.32
C -3.96 -1.20 -1.30
N -3.33 -0.82 0.02
C -2.02 -1.22 0.67
C -0.87 -1.78 -0.36
O -0.60 -3.11 -0.41
C 0.05 -0.82 -1.36
C 1.41 -1.49 -2.05
C 2.37 -0.59 -3.07
C 1.89 0.98 -3.34
C 0.52 1.62 -2.65
C -0.45 0.73 -1.63
H -4.05 4.73 2.30
H -5.47 3.56 1.41
H -2.37 2.64 1.42
H -3.26 0.41 2.87
H -5.10 1.07 2.72
H -6.92 1.41 1.23
H -6.82 2.18 -0.31
H -5.93 -0.56 -2.13
H -3.45 -1.92 -2.07
H -1.51 -0.36 1.31
H -2.29 -2.13 1.39
H 1.73 -2.62 -1.85
H 3.34 -1.03 -3.57
H 2.55 1.64 -4.07
H 0.22 2.73 -2.91
H -1.44 1.15 -1.14
C -6.17 -3.54 3.33
C -4.73 -3.12 3.12
O -4.19 -2.37 4.21
C -4.16 -3.03 5.47
C -3.34 -4.30 5.47
H -6.81 -2.66 3.50
H -6.54 -4.08 2.45
H -6.29 -4.20 4.19
H -4.68 -2.47 2.24
H -4.09 -3.98 2.90
H -5.18 -3.22 5.82
H -3.72 -2.32 6.19
H -3.74 -5.05 4.78
H -3.32 -4.75 6.47
H -2.31 -4.09 5.16
C 3.62 -1.20 -7.25
C 2.88 0.12 -7.10
O 3.70 1.19 -6.64
C 4.82 1.52 -7.47
C 4.42 1.96 -8.87
H 4.07 -1.49 -6.29
H 2.93 -1.99 -7.56
H 4.42 -1.14 -7.99
H 2.08 0.00 -6.35
H 2.38 0.40 -8.03
H 5.53 0.70 -7.49
H 5.33 2.36 -6.97
H 3.91 1.16 -9.41
H 5.31 2.24 -9.44
H 3.74 2.82 -8.82
C 1.39 4.13 1.60
C 0.61 5.36 2.05
O -0.30 5.10 3.11
C 0.27 4.60 4.33
C 1.28 5.55 4.95
H 0.70 3.34 1.29
H 2.04 4.38 0.76
H 2.01 3.72 2.40
H 0.02 5.72 1.21
H 1.29 6.17 2.32
H 0.70 3.61 4.16
H -0.56 4.47 5.03
H 2.14 5.72 4.29
H 1.65 5.14 5.89
H 0.82 6.52 5.15
C 3.42 -1.98 1.32
C 4.87 -1.55 1.12
O 5.80 -2.32 1.88
C 5.83 -3.72 1.62
C 6.19 -4.05 0.18
H 3.15 -1.92 2.38
H 2.75 -1.34 0.74
H 3.26 -3.01 1.00
H 4.97 -0.51 1.45
H 5.14 -1.57 0.06
H 4.88 -4.18 1.91
H 6.60 -4.14 2.28
H 5.46 -3.66 -0.53
H 6.24 -5.14 0.04
H 7.16 -3.62 -0.08
*
```

Computed properties:
DFT total energy   -1716.20997 hartree
Largest force on an atom   8.45 eV Å⁻¹
LUMO energy   -3.609 eV
E_HOMO   -11.0720 eV

# 4
Computed, not measured: a 2-piece molecular cluster, C5H14NO2 overall at a distorted geometry, with ωB97M-V with the def2-TZVPD basis set.

```
! wB97M-V def2-TZVPD RIJCOSX def2/J DEFGRID3
* xyz -1 1
C 0.00 0.12 0.27
N 0.27 -1.24 0.68
C 1.41 -1.86 -0.06
O 2.58 -1.19 0.03
C -0.90 0.19 -0.98
C -2.12 1.10 -0.84
C -1.79 2.58 -0.70
H -0.50 0.67 1.07
H 0.90 0.68 0.02
H 0.49 -1.22 1.67
H 1.43 -2.88 0.37
H 1.07 -1.95 -1.11
H -1.23 -0.81 -1.28
H -0.35 0.50 -1.89
H -2.82 0.98 -1.67
H -2.66 0.73 0.04
H -1.03 2.83 0.03
H -2.69 3.13 -0.40
H -1.58 3.00 -1.68
H 3.28 -2.52 2.39
H 2.95 -1.27 1.55
O 3.27 -1.57 2.49
*
```

Computed properties:
Relative energy (zero: lowest compared OMol25 entry of this formula, charge and spin)   14.6 kJ/mol
DFT total energy   -404.14898 hartree
Largest force on an atom   1.22 eV Å⁻¹
LUMO energy   3.619 eV
E_HOMO   -3.3675 eV

no.,HOMO-LUMO gap (eV)
1,8.15
2,9.22
3,7.46
4,6.99